Record 1
Density functional theory data (ωB97M-V with the def2-TZVPD basis set) for a 9-piece molecular cluster, C27H81O36P9 overall.

Last column: Löwdin charge in e.
Positions of all 153 atoms, in Å:
C: -2.8166 1.4033 6.1594  -0.074
O: -1.4844 1.6637 6.6543  -0.204
P: -0.7586 3.0398 6.4416  0.447
O: -1.5450 4.2560 6.8344  -0.257
O: 0.6179 2.9424 7.3000  -0.222
C: 0.7241 3.3777 8.6294  -0.116
O: -0.3797 2.9365 4.8505  -0.226
C: -0.6529 4.0524 3.9750  -0.094
H: -2.9152 0.4223 5.6946  0.057
H: -3.1733 2.0068 5.3247  0.093
H: -3.5821 1.2830 6.9260  0.096
H: 1.5046 4.1291 8.7491  0.095
H: 0.9371 2.5978 9.3605  0.086
H: -0.2495 3.7316 8.9686  0.082
H: -1.3147 3.6261 3.2211  0.079
H: 0.1898 4.5302 3.4752  0.089
H: -1.1820 4.9062 4.3983  0.080
C: 4.9555 -3.4453 2.0371  -0.103
O: 5.2493 -3.9428 0.7257  -0.223
P: 5.5038 -2.9256 -0.5545  0.508
O: 5.3964 -3.5570 -1.9013  -0.239
O: 6.9869 -2.2725 -0.3300  -0.213
C: 8.0249 -3.1210 -0.1748  -0.163
O: 4.4997 -1.6835 -0.3104  -0.225
C: 3.0982 -1.9068 -0.2211  -0.104
H: 5.0728 -2.3637 2.1045  0.060
H: 5.6695 -3.8859 2.7328  0.092
H: 3.9071 -3.5952 2.2950  0.091
H: 7.7370 -4.1378 0.0923  0.095
H: 8.6155 -2.6916 0.6344  0.075
H: 8.6810 -3.1061 -1.0451  0.098
H: 2.6569 -2.6429 -0.8930  0.092
H: 2.5622 -0.9917 -0.4729  0.078
H: 2.7474 -2.1026 0.7921  0.073
C: 5.4733 0.5578 1.8497  -0.152
O: 5.3579 0.2202 3.1451  -0.204
P: 6.6127 -0.0248 4.1069  0.422
O: 7.5030 1.1710 4.2936  -0.242
O: 7.2940 -1.2587 3.4122  -0.222
C: 8.7001 -1.5209 3.6319  -0.068
O: 6.0346 -0.6421 5.4669  -0.189
C: 5.4098 -1.8712 5.5724  -0.114
H: 5.9786 1.5140 1.7147  0.103
H: 4.4685 0.5026 1.4308  0.093
H: 6.0668 -0.1534 1.2751  0.074
H: 8.8548 -2.3404 4.3338  0.092
H: 9.3331 -0.7038 3.9779  0.087
H: 9.1750 -1.7284 2.6729  0.073
H: 4.4086 -1.7976 5.9969  0.073
H: 6.0280 -2.4795 6.2325  0.099
H: 5.3034 -2.4194 4.6363  0.072
C: 0.7274 -0.4321 2.1646  -0.088
O: 0.2780 0.3778 1.0701  -0.231
P: -0.8488 -0.2198 0.0778  0.473
O: -0.4866 -1.2214 -0.9617  -0.227
O: -1.9669 -0.7323 1.1450  -0.241
C: -2.4690 0.1371 2.2064  -0.067
O: -1.5217 1.1708 -0.4832  -0.224
C: -2.4954 1.0246 -1.5362  -0.100
H: 0.2609 -0.0923 3.0892  0.073
H: 1.8149 -0.4429 2.2377  0.088
H: 0.3552 -1.4167 1.8815  0.088
H: -2.1379 -0.2578 3.1669  0.067
H: -3.5512 0.2655 2.2266  0.091
H: -2.0764 1.1459 2.0786  0.079
H: -3.2802 1.7092 -1.2145  0.087
H: -2.9207 0.0392 -1.7261  0.074
H: -2.3309 1.4132 -2.5412  0.072
C: -0.2665 1.9626 -6.9990  -0.040
O: 0.7052 2.8344 -6.2827  -0.233
P: 0.7507 3.1112 -4.6569  0.534
O: 1.5615 4.2771 -4.2020  -0.249
O: -0.8381 3.1137 -4.1528  -0.271
C: -1.5579 4.3753 -4.0140  -0.075
O: 1.3275 1.6954 -4.0455  -0.228
C: 1.1003 1.3235 -2.7272  -0.150
H: -0.9083 1.6271 -6.1845  0.060
H: 0.3246 1.1514 -7.4241  0.076
H: -0.8104 2.4418 -7.8130  0.076
H: -1.0399 5.2844 -3.7084  0.086
H: -2.3673 4.2358 -3.2974  0.079
H: -1.8612 4.4901 -5.0546  0.084
H: 0.6234 2.1237 -2.1612  0.084
H: 1.9991 0.9291 -2.2532  0.094
H: 0.2977 0.5907 -2.6443  0.057
C: 1.7061 -0.0700 6.1265  -0.106
O: 1.6096 -1.0879 5.1600  -0.240
P: 0.5366 -2.3250 5.2368  0.516
O: 0.7706 -3.4595 4.3211  -0.221
O: 0.7767 -2.7150 6.8321  -0.260
C: 1.8559 -3.5632 7.2387  -0.095
O: -0.9122 -1.5677 5.2061  -0.207
C: -1.9219 -2.2437 5.8161  -0.180
H: 1.1757 -0.1830 7.0720  0.096
H: 1.2459 0.8197 5.6966  0.065
H: 2.7483 0.2080 6.2833  0.095
H: 2.3244 -3.8947 6.3121  0.069
H: 1.5853 -4.5322 7.6581  0.095
H: 2.6609 -2.9865 7.6943  0.089
H: -2.4170 -1.7845 6.6717  0.091
H: -1.6963 -3.2425 6.1899  0.094
H: -2.7474 -2.3240 5.1089  0.096
C: -5.7682 2.7684 -3.2565  -0.112
O: -4.6689 2.4403 -4.0739  -0.248
P: -4.8595 2.6197 -5.6737  0.477
O: -6.2096 2.2126 -6.1015  -0.229
O: -4.5213 4.2167 -5.9462  -0.218
C: -5.3685 5.2197 -5.5064  -0.151
O: -3.6370 1.8485 -6.3861  -0.242
C: -3.6703 1.5279 -7.7582  -0.085
H: -5.4214 3.5896 -2.6293  0.094
H: -6.0101 1.8550 -2.7130  0.090
H: -6.6008 3.1978 -3.8137  0.078
H: -4.8930 5.8837 -4.7845  0.090
H: -6.3595 4.9938 -5.1128  0.086
H: -5.5608 5.9017 -6.3346  0.092
H: -2.8374 1.8263 -8.3949  0.082
H: -4.6521 1.8292 -8.1235  0.089
H: -3.6410 0.4432 -7.6546  0.099
C: -1.8276 -0.9494 -4.8154  -0.078
O: -0.3904 -0.7453 -4.8292  -0.215
P: 0.5710 -1.6785 -5.7599  0.457
O: -0.0793 -2.6093 -6.6812  -0.223
O: 1.6012 -0.5806 -6.3385  -0.248
C: 2.7975 -0.8754 -7.0345  -0.092
O: 1.4884 -2.5092 -4.7127  -0.182
C: 2.1897 -1.8533 -3.7186  -0.140
H: -2.2403 -1.1689 -3.8307  0.075
H: -2.1195 -1.8408 -5.3708  0.083
H: -2.4313 -0.1402 -5.2263  0.063
H: 2.8074 -0.3793 -8.0050  0.090
H: 3.0682 -1.9113 -7.2387  0.095
H: 3.6071 -0.5082 -6.4038  0.094
H: 2.2266 -0.7734 -3.8623  0.060
H: 3.2740 -1.9620 -3.7398  0.101
H: 1.7802 -1.9313 -2.7115  0.071
C: -5.5091 -0.7814 -4.1798  -0.074
O: -6.3684 -1.8880 -3.7813  -0.207
P: -6.3978 -2.5288 -2.2787  0.501
O: -7.1339 -3.8092 -2.1729  -0.231
O: -4.8001 -2.6097 -1.8759  -0.242
C: -4.6377 -3.0412 -0.5665  -0.133
O: -6.8760 -1.3352 -1.2554  -0.236
C: -8.0990 -1.3750 -0.5484  -0.122
H: -4.9770 -1.0977 -5.0769  0.091
H: -4.7281 -0.5761 -3.4477  0.067
H: -6.0669 0.1209 -4.4306  0.068
H: -4.0785 -2.1979 -0.1614  0.081
H: -3.9547 -3.8852 -0.6626  0.102
H: -5.5509 -3.3141 -0.0375  0.089
H: -8.5960 -2.2984 -0.8458  0.076
H: -8.7870 -0.5631 -0.7839  0.085
H: -8.0609 -1.4201 0.5400  0.086

The spin multiplicity is 1. Its HOMO energy is -10.156 eV. The SMILES is COP(=O)(OC)OC.COP(=O)(OC)OC.COP(=O)(OC)OC.COP(=O)(OC)OC.COP(=O)(OC)OC.COP(=O)(OC)OC.COP(=O)(OC)OC.COP(=O)(OC)OC.COP(=O)(OC)OC.



Record 2
Density functional theory data (ωB97M-V with the def2-TZVPD basis set) for C29H22AlCl3N3O5 as an isolated structure.

Last column: Löwdin charge in e.
Positions of all 63 atoms, in Å:
Al: 0.2277 -0.1726 0.5427  -0.040
C: -1.3125 -1.7584 4.0542  -0.071
O: -0.1638 -2.4589 4.5061  -0.076
C: 1.0749 -2.2308 3.9690  -0.189
C: 2.0903 -2.9090 4.6179  -0.014
C: 3.4141 -2.8466 4.1935  -0.107
C: 3.7174 -2.0954 3.0850  -0.067
C: 2.7120 -1.4058 2.3949  -0.128
C: 3.1054 -0.5022 1.3440  -0.023
N: 2.2741 0.0501 0.5462  0.016
N: 2.6781 1.1774 -0.1514  0.095
C: 1.6689 2.0148 -0.1187  -0.452
O: 0.5561 1.7512 0.4722  0.006
C: 1.7933 3.2818 -0.8862  -0.141
C: 2.9643 3.6088 -1.5674  -0.035
C: 3.0162 4.7512 -2.3489  -0.096
C: 1.9029 5.5758 -2.4571  -0.106
C: 0.7374 5.2558 -1.7763  -0.087
C: 0.6820 4.1131 -0.9929  -0.016
C: 1.3596 -1.4216 2.8383  -0.203
O: 0.4361 -0.7003 2.2558  -0.014
H: -2.1343 -2.1425 4.6587  0.090
H: -1.5252 -1.9365 3.0017  0.084
H: -1.2151 -0.6840 4.2167  0.087
H: 1.8089 -3.5013 5.4797  0.114
H: 4.1857 -3.3773 4.7356  0.091
H: 4.7380 -2.0230 2.7259  0.103
H: 4.1466 -0.1769 1.3082  0.132
H: 3.8188 2.9522 -1.4775  0.103
H: 3.9250 4.9996 -2.8833  0.095
H: 1.9448 6.4630 -3.0772  0.094
H: -0.1330 5.8942 -1.8638  0.098
H: -0.2192 3.8332 -0.4630  0.119
N: 0.3653 -0.0336 -1.6200  0.122
C: -0.7325 0.0169 -2.5592  -0.205
C: -0.3550 0.0764 -3.9002  -0.046
C: -1.2755 0.0780 -4.9261  -0.099
C: -2.6172 -0.0011 -4.5915  -0.095
C: -2.9929 -0.0414 -3.2639  -0.035
C: -2.0866 -0.0109 -2.1875  -0.088
C: -2.6066 0.0520 -0.7844  -0.179
C: -3.9968 0.0849 -0.5888  -0.069
C: -4.5677 0.2525 0.6594  -0.108
C: -3.7498 0.4192 1.7647  -0.097
C: -2.3798 0.3499 1.5836  -0.109
C: -1.7609 0.1269 0.3425  -0.064
H: 0.8694 -0.9050 -1.7779  0.107
H: 1.0226 0.7044 -1.8546  0.098
H: 0.7047 0.1070 -4.1307  0.115
H: -0.9604 0.1277 -5.9605  0.096
H: -3.3807 -0.0250 -5.3593  0.097
H: -4.0514 -0.0936 -3.0692  0.088
H: -4.6826 -0.0405 -1.4135  0.083
H: -5.6468 0.2633 0.7593  0.091
H: -4.1779 0.5763 2.7490  0.095
H: -1.7304 0.4641 2.4454  0.078
Cl: -2.5070 -3.3524 -0.3042  0.639
C: -0.9124 -3.9519 -0.7718  -1.481
Cl: -0.5893 -3.5321 -2.4721  0.602
Cl: -0.8958 -5.7126 -0.6269  0.583
C: 0.2222 -3.2907 0.1427  -0.718
O: 0.8814 -4.0571 0.8072  0.046
O: 0.3150 -2.0306 0.0259  -0.009

The spin multiplicity is 1. The charge is -1. Its HOMO energy is -4.917 eV.



Record 3
Density functional theory data (ωB97M-V with the def2-TZVPD basis set) for a 2-piece molecular cluster, C3H7O3 overall.

Last column: Löwdin charge in e.
Positions of all 13 atoms, in Å:
O: -1.2249 -0.5655 -0.5337  -0.060
C: -0.2958 -1.1315 0.0620  -0.758
O: 0.3072 -0.7215 1.1036  -0.110
C: 0.2121 -2.4672 -0.4964  -0.053
H: 0.1117 -3.2657 0.2401  0.055
H: -0.3458 -2.7378 -1.3922  0.052
H: 1.2689 -2.3541 -0.7448  0.060
C: -0.1977 2.4994 0.1651  -0.211
O: 0.9480 1.8297 0.6547  -0.175
H: -0.1210 3.5764 0.3586  0.056
H: -0.2953 2.3553 -0.9127  0.062
H: -1.0879 2.1059 0.6639  0.070
H: 0.7203 0.8766 0.8318  0.012

The spin multiplicity is 1. The charge is -1. Its HOMO energy is -4.456 eV.



Record 4
Density functional theory data (ωB97M-V with the def2-TZVPD basis set) for one molecule with the formula C4H2F2.

Last column: Löwdin spin population.
Positions of all 8 atoms, in Å:
C: 0.6772 -2.0691 -0.1167  1.603
C: -0.0230 -0.9772 -0.0084  0.186
C: 0.7328 0.4166 0.0839  0.152
C: -0.7477 0.3294 -0.1383  0.037
F: -1.5114 0.4445 -1.1805  0.009
F: -1.5689 0.7052 0.9026  0.006
H: 0.9401 0.7062 1.1041  0.002
H: 1.5008 0.4445 -0.6466  0.004

The spin multiplicity is 3. Its HOMO energy (spin up / spin down) is -8.037 / -10.458 eV.



Computed values of energy relative to the best compared isomer or geometry (same formula, charge and spin) (unit: kcal/mol) for the preceding records, in sequence: 148.11 27.29 12.80 16.06.
Computed values of largest force on an atom (unit: eV/A) for the preceding records, in sequence: 4.91 0.80 0.65 2.92.